# 1
A cluster of 6 separate species, C20H49FO10S6 in total. Source: the Open Molecules 2025 dataset; level of theory: ωB97M-V/def2-TZVPD.

The geometry in XYZ format:
```
86
C20H49FO10S6 (ωB97M-V/def2-TZVPD)
C 5.41 -1.70 -0.20
C 5.63 -0.45 -1.06
O 6.90 -0.51 -1.73
C 5.69 0.82 -0.22
O 4.49 1.18 0.43
C 3.47 1.85 -0.30
C 3.87 2.56 -1.56
O 4.10 1.70 -2.70
S 2.85 0.89 -3.21
O 1.85 1.78 -3.72
O 3.36 -0.11 -4.09
C 2.24 0.09 -1.74
C 2.21 0.98 -0.49
C 1.83 0.22 0.80
C 1.42 -1.25 0.67
C 0.01 -1.41 0.11
F 0.03 -2.25 -1.01
H 5.76 -1.58 0.82
H 4.35 -1.97 -0.21
H 5.94 -2.53 -0.68
H 4.84 -0.40 -1.81
H 6.74 -0.79 -2.62
H 6.39 0.59 0.59
H 6.17 1.63 -0.78
H 3.13 2.66 0.35
H 3.09 3.28 -1.81
H 4.79 3.11 -1.40
H 2.82 -0.82 -1.64
H 1.22 -0.18 -2.01
H 1.42 1.72 -0.67
H 0.97 0.73 1.24
H 2.63 0.29 1.54
H 1.42 -1.66 1.67
H 2.14 -1.85 0.11
H -0.38 -0.45 -0.23
H -0.69 -1.86 0.81
C 1.38 -5.90 1.76
S 0.56 -4.31 1.86
O 1.43 -3.42 2.68
C -0.77 -4.86 2.93
H 2.28 -5.77 1.16
H 1.64 -6.24 2.76
H 0.71 -6.61 1.27
H -0.34 -5.26 3.85
H -1.36 -5.61 2.40
H -1.39 -4.00 3.15
C -4.73 -6.21 -0.21
S -3.04 -5.81 -0.67
O -2.16 -6.29 0.43
C -3.20 -4.03 -0.45
H -4.83 -7.30 -0.23
H -4.93 -5.85 0.80
H -5.41 -5.76 -0.93
H -3.50 -3.82 0.57
H -3.93 -3.64 -1.16
H -2.22 -3.59 -0.66
C 0.44 5.51 -1.56
S 2.08 6.09 -2.01
O 3.01 5.62 -0.94
C 1.75 7.83 -1.72
H 0.44 4.43 -1.65
H 0.21 5.81 -0.54
H -0.29 5.94 -2.25
H 1.43 7.97 -0.69
H 0.98 8.17 -2.40
H 2.68 8.37 -1.89
C -3.88 8.32 -2.41
S -2.26 8.92 -2.89
O -1.30 8.45 -1.84
C -2.58 10.65 -2.55
H -3.87 7.24 -2.50
H -4.08 8.60 -1.37
H -4.63 8.74 -3.07
H -2.87 10.77 -1.51
H -3.37 11.00 -3.22
H -1.66 11.20 -2.75
C -5.56 -6.53 5.14
S -6.84 -6.83 3.91
O -6.23 -6.57 2.58
C -7.84 -5.39 4.32
H -4.81 -7.31 5.02
H -5.12 -5.55 4.96
H -6.00 -6.59 6.14
H -7.23 -4.49 4.20
H -8.21 -5.48 5.34
H -8.68 -5.36 3.63
```

Here are the Löwdin charges for atoms 1 to 5, given in e:
1. C -0.009
2. C -0.391
3. O -0.026
4. C -0.156
5. O -0.071

***

# 2
83
Properties=species:S:1:pos:R:3 method="wB97M-V/def2-TZVPD" charge=+1
O 3.49 -1.99 0.77
C 3.58 -1.33 -0.22
O 3.65 0.03 -0.21
C 2.47 0.62 -0.80
C 2.07 1.83 0.07
C 0.69 1.44 0.70
C -0.32 1.62 -0.44
N -1.38 0.59 -0.50
C -1.58 -0.51 0.31
C -2.70 -1.13 -0.11
N -3.17 -0.41 -1.17
C -2.36 0.61 -1.39
H 3.64 -1.80 -1.22
H 1.68 -0.13 -0.84
H 2.70 0.92 -1.82
H 2.83 1.99 0.83
H 1.88 2.71 -0.53
H 0.49 2.16 1.49
H 0.73 0.44 1.11
H -0.84 2.56 -0.25
H 0.16 1.74 -1.40
H -0.91 -0.77 1.11
H -3.13 -2.03 0.29
H -4.01 -0.63 -1.70
H -2.53 1.31 -2.19
O -3.87 -2.80 -3.57
P -3.58 -3.46 -4.89
N -2.46 -4.69 -4.49
C -1.07 -4.44 -4.17
C -3.06 -5.72 -3.63
N -2.94 -2.06 -5.74
C -1.52 -1.86 -5.96
C -3.56 -0.80 -5.36
N -4.06 -4.21 -6.30
C -3.28 -5.14 -7.09
C -5.20 -3.61 -6.99
H -0.54 -5.39 -4.09
H -0.93 -3.88 -3.23
H -0.57 -3.90 -4.97
H -3.83 -6.26 -4.18
H -3.52 -5.29 -2.73
H -2.31 -6.44 -3.32
H -0.95 -1.75 -5.03
H -1.37 -0.95 -6.55
H -1.09 -2.66 -6.56
H -3.14 -0.38 -4.43
H -4.63 -0.92 -5.21
H -3.42 -0.07 -6.16
H -2.30 -4.74 -7.37
H -3.82 -5.36 -8.01
H -3.13 -6.09 -6.58
H -4.87 -2.91 -7.77
H -5.84 -3.06 -6.29
H -5.83 -4.38 -7.45
O 2.13 3.95 3.71
P 2.84 3.88 5.05
N 3.73 2.42 4.74
C 3.10 1.13 4.56
C 4.84 2.63 3.82
N 1.34 3.75 5.98
C 0.75 2.48 6.34
C 0.29 4.67 5.56
N 3.64 4.01 6.55
C 4.22 2.93 7.34
C 3.42 5.24 7.30
H 3.87 0.36 4.53
H 2.49 1.06 3.65
H 2.48 0.87 5.42
H 5.60 3.27 4.28
H 4.52 3.10 2.88
H 5.32 1.69 3.58
H 0.45 1.89 5.46
H -0.14 2.66 6.94
H 1.41 1.88 6.97
H -0.26 4.31 4.68
H 0.71 5.65 5.30
H -0.41 4.82 6.38
H 3.50 2.14 7.54
H 4.56 3.33 8.30
H 5.10 2.50 6.87
H 2.61 5.13 8.02
H 3.16 6.06 6.62
H 4.33 5.56 7.82

***

# 3
91
Properties=species:S:1:pos:R:3 method="wB97M-V/def2-TZVPD" charge=-1
O 1.12 2.53 6.34
P 1.74 2.20 5.01
B 1.59 3.53 3.61
Cl -0.14 3.43 2.80
C 1.90 5.01 4.21
C 3.31 5.54 4.12
O 3.70 6.41 4.82
I 4.78 4.75 2.70
H 3.15 2.05 5.22
H 1.26 0.96 4.49
H 2.35 3.17 2.75
H 1.21 5.75 3.80
H 1.70 4.98 5.29
O 0.35 -1.96 2.92
P -0.72 -2.84 3.41
O -1.00 -3.92 2.22
C 0.03 -4.85 1.87
C 0.10 -6.00 2.87
O -2.04 -1.90 3.26
C -1.95 -0.46 3.23
C -2.13 0.05 1.82
O -1.33 -3.68 4.63
C -2.72 -3.80 4.93
C -3.53 -4.51 3.87
H 0.99 -4.34 1.80
H -0.21 -5.23 0.88
H 0.41 -5.64 3.85
H 0.81 -6.75 2.53
H -0.88 -6.46 2.99
H -1.01 -0.12 3.66
H -2.75 -0.09 3.86
H -1.40 -0.40 1.14
H -2.01 1.13 1.79
H -3.12 -0.22 1.44
H -3.15 -2.83 5.17
H -2.76 -4.39 5.85
H -3.62 -3.92 2.96
H -4.54 -4.70 4.24
H -3.08 -5.46 3.60
O 1.62 5.48 0.38
P 1.88 6.26 -0.84
O 1.41 7.77 -0.39
C 2.19 8.46 0.59
C 3.47 9.04 0.00
O 0.60 5.80 -1.75
C -0.01 4.52 -1.56
C -1.32 4.67 -0.81
O 2.72 6.75 -2.12
C 2.16 7.12 -3.39
C 1.28 8.35 -3.34
H 2.42 7.79 1.42
H 1.57 9.26 0.98
H 4.15 8.25 -0.32
H 3.99 9.65 0.74
H 3.25 9.65 -0.87
H 0.66 3.83 -1.03
H -0.19 4.10 -2.55
H -1.17 5.18 0.14
H -1.77 3.70 -0.61
H -2.02 5.27 -1.40
H 1.64 6.28 -3.84
H 3.02 7.32 -4.03
H 0.35 8.16 -2.81
H 1.03 8.65 -4.36
H 1.79 9.18 -2.85
O -1.03 -7.06 -2.10
P -0.34 -6.21 -3.10
O -1.45 -4.98 -3.13
C -1.59 -4.13 -1.99
C -0.47 -3.10 -1.94
O -0.74 -6.99 -4.48
C -0.92 -8.41 -4.50
C -2.39 -8.75 -4.56
O 0.75 -5.28 -3.84
C 0.79 -5.00 -5.25
C -0.40 -4.21 -5.77
H -1.61 -4.73 -1.08
H -2.55 -3.62 -2.08
H 0.49 -3.59 -1.78
H -0.64 -2.39 -1.13
H -0.41 -2.55 -2.88
H -0.44 -8.89 -3.64
H -0.42 -8.78 -5.40
H -2.93 -8.30 -3.73
H -2.54 -9.83 -4.53
H -2.83 -8.36 -5.48
H 0.94 -5.91 -5.82
H 1.69 -4.40 -5.39
H -1.31 -4.80 -5.75
H -0.21 -3.91 -6.80
H -0.57 -3.32 -5.17

***

# 4
82
Properties=species:S:1:pos:R:3 method="wB97M-V/def2-TZVPD" spin_multiplicity=2 relative_energy_ev=1.102 charge=+4 s2=0.754
Ba -2.23 12.28 -13.38
Ba -2.69 15.70 -16.75
O -5.77 11.92 -16.79
C -4.68 12.53 -16.41
O -4.26 13.51 -17.02
O -4.07 12.05 -15.43
H -5.54 12.38 -17.61
C -4.29 16.55 -20.90
C -3.03 15.71 -20.68
O -3.21 15.09 -19.40
H -4.17 17.13 -21.81
H -4.40 17.23 -20.05
H -5.16 15.89 -20.95
H -2.20 16.40 -20.65
H -2.92 15.02 -21.52
H -3.96 14.50 -19.35
C -7.69 16.71 -17.80
C -6.56 16.06 -16.96
O -5.38 16.48 -17.57
H -7.58 16.39 -18.84
H -7.63 17.79 -17.68
H -8.62 16.33 -17.39
H -6.65 14.98 -16.84
H -6.55 16.40 -15.92
H -5.36 17.42 -17.39
C -3.60 7.04 -16.41
C -4.21 8.40 -16.79
O -3.36 9.49 -16.56
H -4.35 6.26 -16.54
H -3.33 7.10 -15.36
H -2.73 6.83 -17.04
H -5.11 8.58 -16.20
H -4.55 8.45 -17.82
H -3.93 10.22 -16.31
C -9.41 8.06 -17.07
C -7.99 8.52 -16.96
O -8.02 9.82 -16.34
H -10.07 8.67 -17.68
H -9.90 8.25 -16.12
H -9.46 7.00 -17.31
H -7.57 8.66 -17.96
H -7.38 7.85 -16.35
H -7.16 10.23 -16.39
C -5.46 9.27 -12.49
C -5.85 10.79 -12.78
O -4.74 11.53 -12.35
H -4.66 9.01 -13.18
H -6.26 8.55 -12.70
H -5.09 9.19 -11.47
H -6.74 10.99 -12.19
H -6.12 10.97 -13.82
H -4.99 12.45 -12.41
C -7.99 12.72 -21.98
C -6.81 12.08 -21.13
C -7.33 10.73 -20.48
C -6.23 9.74 -20.02
C -5.23 9.53 -21.19
C -4.60 10.89 -21.74
N -5.68 11.83 -22.05
O -5.16 12.97 -22.67
C -3.61 11.42 -20.72
C -3.80 10.55 -23.05
C -6.54 13.13 -20.03
H -8.83 13.03 -21.36
H -8.39 12.22 -22.86
H -7.68 13.61 -22.53
H -8.04 10.84 -19.67
H -7.95 10.26 -21.25
H -6.74 8.79 -19.90
H -5.72 9.91 -19.07
H -5.67 8.93 -21.99
H -4.45 8.83 -20.87
H -3.08 12.35 -20.95
H -4.14 11.51 -19.77
H -2.95 10.59 -20.49
H -3.22 11.42 -23.35
H -3.15 9.67 -23.00
H -4.53 10.32 -23.82
H -5.63 12.84 -19.49
H -7.20 13.32 -19.18
H -6.33 14.11 -20.44
H -5.22 12.60 -23.55

***

# 5
111
Properties=species:S:1:pos:R:3 method="wB97M-V/def2-TZVPD" charge=-1
K -8.42 0.90 -11.83
K -4.44 -0.15 -5.24
K -1.62 -1.34 -11.78
P -5.61 -2.69 -9.49
F -5.71 -2.10 -11.00
F -4.48 -3.63 -10.06
F -4.48 -1.49 -9.31
F -5.23 -3.18 -7.91
F -6.73 -1.55 -9.14
F -6.65 -3.92 -9.75
P -7.53 4.01 -7.76
F -6.65 3.61 -9.00
F -6.43 3.31 -6.73
F -6.61 5.37 -7.63
F -8.48 4.62 -6.53
F -8.40 4.87 -8.77
F -8.45 2.68 -7.93
P -4.28 2.67 -13.98
F -4.15 3.06 -15.52
F -3.06 1.64 -14.29
F -3.30 3.71 -13.37
F -4.29 1.87 -12.56
F -5.48 3.75 -13.71
F -5.37 1.51 -14.41
P -0.12 1.84 -7.63
F 0.24 3.50 -7.63
F -1.70 2.26 -7.85
F 0.21 1.89 -9.25
F -0.53 0.26 -7.83
F 1.45 1.38 -7.53
F -0.40 1.88 -6.01
C -7.00 -8.03 -16.25
O -6.83 -7.50 -14.95
C -6.41 -8.51 -14.05
C -6.81 -7.98 -12.68
O -6.25 -8.86 -11.76
C -6.38 -8.43 -10.41
H -6.07 -8.35 -16.72
H -7.29 -7.29 -17.00
H -7.78 -8.79 -16.35
H -5.32 -8.56 -14.16
H -6.80 -9.51 -14.23
H -7.89 -7.84 -12.66
H -6.22 -7.07 -12.69
H -6.11 -9.31 -9.84
H -7.42 -8.16 -10.21
H -5.74 -7.58 -10.18
C -7.88 -3.38 -4.18
O -6.71 -2.88 -3.61
C -6.24 -3.59 -2.45
C -5.21 -2.84 -1.57
O -4.04 -2.38 -2.21
C -2.91 -3.13 -1.92
H -8.79 -3.18 -3.61
H -7.80 -4.39 -4.58
H -8.00 -2.71 -5.02
H -5.81 -4.49 -2.89
H -7.10 -3.82 -1.84
H -5.07 -3.48 -0.70
H -5.73 -2.01 -1.08
H -3.02 -4.21 -1.96
H -2.11 -2.85 -1.23
H -2.33 -3.03 -2.84
C -12.06 -6.30 -8.95
O -13.22 -6.21 -8.18
C -14.09 -7.37 -8.02
C -14.76 -7.69 -9.41
O -15.80 -6.73 -9.83
C -15.32 -5.43 -10.09
H -12.56 -6.15 -9.91
H -11.36 -7.13 -8.90
H -11.46 -5.40 -8.83
H -14.77 -7.27 -7.18
H -13.46 -8.22 -7.75
H -15.34 -8.61 -9.29
H -14.02 -7.82 -10.20
H -16.00 -4.62 -10.39
H -14.69 -5.53 -10.96
H -14.68 -5.04 -9.30
C -2.81 -4.57 -14.62
O -1.62 -4.63 -13.86
C -1.37 -5.80 -13.09
C -0.01 -5.70 -12.33
O -0.10 -4.78 -11.25
C 0.96 -4.57 -10.35
H -2.98 -5.35 -15.36
H -2.92 -3.67 -15.22
H -3.73 -4.74 -14.06
H -1.42 -6.54 -13.89
H -2.15 -6.13 -12.41
H 0.69 -5.36 -13.09
H 0.46 -6.63 -12.02
H 1.26 -5.54 -9.94
H 0.66 -3.93 -9.52
H 1.80 -4.09 -10.84
C -1.73 -7.40 -6.46
O -0.61 -7.72 -5.75
C -0.80 -8.27 -4.52
C -1.32 -9.72 -4.59
O -0.91 -10.40 -3.40
C -1.53 -11.68 -3.33
H -1.41 -6.93 -7.39
H -2.20 -6.59 -5.92
H -2.50 -8.16 -6.59
H -1.39 -7.75 -3.78
H 0.22 -8.29 -4.14
H -1.07 -10.32 -5.47
H -2.41 -9.64 -4.60
H -1.26 -12.17 -2.40
H -1.16 -12.32 -4.13
H -2.62 -11.67 -3.29

***

Number 1: strongest force on any atom 0.020 hartree/bohr, orbital gap 9.1 eV. Number 2: strongest force on any atom 0.146 hartree/bohr, orbital gap 7.0 eV. Number 3: strongest force on any atom 0.155 hartree/bohr, orbital gap 5.7 eV. Number 4: strongest force on any atom 0.099 hartree/bohr, orbital gap 4.8 eV. Number 5: strongest force on any atom 0.078 hartree/bohr, orbital gap 9.1 eV.